Formula: C3H14N2O3
Source: the Open Molecules 2025 dataset
Level of theory: wB97M-V/def2-TZVPD

XYZ file:
```
22
Properties=species:S:1:pos:R:3:mulliken_charge:R:1
H -0.6265 -3.0264 -0.8806 0.1672
N -0.3293 -2.1019 -0.6263 -0.5887
C -0.5825 -1.8986 0.6115 -0.0215
N -0.1270 -0.7767 1.2471 -0.2468
C -0.9749 0.0229 2.1079 -0.3724
C -2.4246 0.1847 1.5825 -1.0916
H -1.1624 -2.5961 1.2135 0.3798
H 0.5013 -0.2701 0.6515 0.2071
H -0.4976 1.0024 2.1952 0.3057
H -1.0221 -0.2652 3.1625 0.2363
H -3.0446 -0.4649 2.1882 0.3280
H -2.5278 -0.0118 0.5239 0.3387
H -2.8141 1.1828 1.7364 0.3308
O 1.2200 -0.5985 -2.5083 -0.6825
H 0.4998 -0.9011 -1.9216 0.3631
H 2.0291 -0.8683 -2.0641 0.3186
O 2.5887 1.7213 -2.5513 -0.6247
H 2.3806 0.9813 -3.1415 0.3276
H 3.5374 1.8659 -2.6389 0.3009
O 1.2552 2.2242 0.0906 -0.6346
H 0.6779 2.9035 -0.2806 0.3115
H 1.4432 1.6905 -0.6975 0.3476
```

SMILES: [H]/N=C/NCC.O.O.O
2S+1: 1
LUMO, hartree: 0.0341
HOMO energy, eV: -9.246
Orbital gap, eV: 10.17
M, g/mol: 126.16

Formula: C22H20Cl3N2ORuS2
Source: the Open Molecules 2025 dataset
Level of theory: wB97M-V/def2-TZVPD

XYZ file:
```
51
Properties=species:S:1:pos:R:3:mulliken_charge:R:1
Ru 0.4413 -0.5367 -0.0313 0.2710
C 2.1835 2.0175 0.5455 -1.1526
N 0.9911 1.3370 1.1107 1.1661
C -0.2223 2.1644 0.8677 -0.9633
C -1.4549 1.3184 1.0870 -0.9389
N -1.5339 0.2876 0.0167 1.0485
C -2.5094 -0.7660 0.3942 -1.2097
C -1.9303 0.9111 -1.2610 -0.4711
C -3.2413 1.3462 -1.4310 -0.6696
C -3.6336 1.9410 -2.6164 -0.8766
C -2.7074 2.1050 -3.6388 -0.5632
C -1.4027 1.6884 -3.4686 -0.6810
C -0.9897 1.0889 -2.2744 1.2352
S 0.6809 0.6020 -2.0670 -0.3946
C 1.1766 1.1456 2.5583 -0.4563
C 1.6083 2.2113 3.3459 -0.6688
C 1.7860 2.0551 4.7072 -0.8958
C 1.5259 0.8190 5.2901 -0.5177
C 1.0888 -0.2357 4.5172 -0.6781
C 0.9021 -0.0908 3.1356 1.1125
S 0.3064 -1.4321 2.1951 -0.4726
H 2.1680 3.0853 0.7763 0.3839
H 2.1951 1.8997 -0.5341 0.1993
H 3.0761 1.5768 0.9830 0.3835
H -0.1787 2.5050 -0.1695 0.5593
H -0.2276 3.0422 1.5190 0.4851
H -2.3606 1.9299 1.0967 0.4221
H -1.3837 0.7845 2.0378 0.6418
H -3.4397 -0.3195 0.7508 0.4971
H -2.0834 -1.3745 1.1881 0.2638
H -2.7056 -1.3791 -0.4810 0.3402
H -3.9621 1.2165 -0.6355 0.3066
H -4.6560 2.2704 -2.7437 0.4059
H -3.0075 2.5609 -4.5735 0.3845
H -0.6766 1.8172 -4.2609 0.4430
H 1.8108 3.1723 2.8919 0.2761
H 2.1261 2.8873 5.3084 0.3971
H 1.6668 0.6812 6.3544 0.3828
H 0.8819 -1.1983 4.9664 0.4345
Cl 3.4303 -5.7338 -3.7518 -0.2240
C 2.3565 -4.6386 -2.9409 0.4862
C 2.8713 -3.7108 -2.0551 -0.9553
C 1.9840 -2.8584 -1.4302 1.2652
Cl 2.5913 -1.6702 -0.2859 -0.1963
C 0.5964 -2.8880 -1.6235 -0.7762
O -0.2431 -2.0878 -1.0051 -0.3510
C 0.1351 -3.8421 -2.5472 0.4382
Cl -1.5603 -3.9181 -2.8677 -0.2082
C 0.9945 -4.7067 -3.1942 -0.7982
H 3.9322 -3.6514 -1.8597 0.4545
H 0.6033 -5.4289 -3.8960 0.4354
```

2S+1: 2
LUMO (spin up / spin down), hartree: 0.0173 / -0.0410
HOMO energy (spin up / spin down), eV: -7.530 / -7.471
Orbital gap (spin up / spin down), eV: 8.00 / 6.36
M, g/mol: 599.98

Formula: C3H10S2
Source: the Open Molecules 2025 dataset
Level of theory: wB97M-V/def2-TZVPD

XYZ file:
```
15
Properties=species:S:1:pos:R:3:mulliken_charge:R:1
C -0.2331 -1.8429 -0.9556 -0.9187
S 1.4719 -1.2550 -0.7588 -0.0762
C 1.5390 -1.3330 1.0842 -0.7704
H -0.2685 -2.9184 -0.7981 0.3493
H -0.5014 -1.6175 -1.9772 0.3012
H -0.9665 -1.4120 -0.2758 0.2959
H 1.6781 -0.3322 1.5010 0.2472
H 0.5898 -1.7250 1.4228 0.2442
H 2.4200 -1.9027 1.3717 0.3299
C -0.6545 2.0777 -0.4013 -0.6595
S -1.5393 3.6184 0.1427 -0.2132
H -1.2313 1.6742 -1.2298 0.2988
H 0.2426 2.4582 -0.8266 0.2822
H -0.5235 1.4086 0.4307 0.1856
H -2.0234 3.1014 1.2702 0.1037
```

SMILES: CSC.CS
2S+1: 1
LUMO, hartree: 0.0299
HOMO energy, eV: -8.642
Orbital gap, eV: 9.45
M, g/mol: 110.25

Relative energy (zero: lowest compared OMol25 entry of this formula, charge and spin)
In order: 10.5 0.0 15.1
Unit: kcal per mole
Total energy
In order: -12460.7046 -89987.9828 -24943.0416
Unit: eV
Maximum force
In order: 1.3 1.0 1.8
Unit: eV/Å